[1]
89
Properties=species:S:1:pos:R:3:forces:R:3 method="wB97M-V/def2-TZVPD" charge=+1 max_force_ev_per_a=0.866 spin_multiplicity=2 gap_ev="6.9 / 6.5" s_squared=0.75
Cu -0.72186 1.95318 0.15070 0.37 0.17 -0.31
N 0.18376 3.40656 1.72109 -0.15 -0.20 -0.31
C 1.37537 2.65766 2.14064 -0.02 -0.04 -0.19
C 2.44784 3.56907 2.77466 0.15 -0.11 -0.21
C 3.91874 3.16724 2.63880 -0.11 -0.06 0.28
C 4.37919 1.94980 3.48458 -0.06 0.17 -0.32
N 3.50742 1.59270 4.60786 -0.03 -0.01 -0.04
C 2.61692 0.59257 4.64225 0.36 0.23 0.29
N 1.99858 0.33330 5.80725 0.01 -0.05 -0.10
N 2.37364 -0.15132 3.58519 -0.03 0.14 -0.82
C 1.85893 1.81549 0.93000 0.42 -0.23 0.50
O 2.84249 1.07772 1.06828 -0.21 0.17 0.25
O 1.18581 1.92164 -0.13702 -0.36 -0.19 -0.46
H 0.43113 4.20034 1.14077 0.09 0.11 0.15
H -0.35265 3.73042 2.51558 -0.07 0.04 -0.03
H 1.02819 1.92864 2.87549 -0.03 -0.03 -0.08
H 2.21313 3.69807 3.83394 -0.12 0.12 -0.03
H 2.34469 4.55223 2.30960 0.03 0.02 0.02
H 4.51009 4.03771 2.92891 0.01 -0.01 0.03
H 4.13798 2.96039 1.59248 0.13 -0.01 0.09
H 5.35731 2.17401 3.90815 0.01 -0.13 0.03
H 4.48730 1.07988 2.84347 -0.03 -0.03 0.05
H 3.63260 2.12196 5.45375 -0.08 -0.04 0.06
H 2.25008 0.80254 6.65730 0.04 0.01 -0.01
H 1.27020 -0.35759 5.84746 -0.07 0.06 0.00
H 2.59036 0.20610 2.62342 0.04 -0.20 0.47
H 1.62514 -0.83284 3.62090 0.08 0.04 -0.13
Cl -6.03621 0.57336 4.88303 -0.05 0.00 0.02
C -4.57163 0.69790 3.96762 -0.05 0.02 -0.03
C -3.44347 -0.02649 4.39031 0.08 0.08 -0.10
C -2.27499 0.05291 3.69030 -0.18 0.26 -0.18
Cl -0.89913 -0.80614 4.28128 0.12 -0.21 0.18
C -2.12277 0.83461 2.48535 0.27 0.02 -0.04
O -1.02322 0.84311 1.84384 -0.64 0.18 0.55
C -3.29339 1.58802 2.12062 0.28 -0.27 -0.04
C -3.33590 2.46630 1.00494 -0.29 0.24 0.06
O -2.43657 2.80007 0.21346 -0.24 -0.23 0.08
C -4.49208 1.48982 2.86688 -0.05 0.05 -0.05
H -3.50780 -0.63546 5.28133 0.04 -0.02 0.00
H -4.31406 2.94244 0.84454 0.06 0.03 -0.03
H -5.34705 2.07165 2.54541 -0.05 -0.04 0.04
C -2.06913 -1.65511 -2.76847 -0.01 0.03 -0.02
N -1.35722 -0.65919 -3.55439 -0.09 0.31 0.05
C -0.92300 -1.10369 -4.86512 0.09 -0.02 0.11
P -1.35628 0.92293 -3.07220 -0.16 -0.21 -0.44
O -1.29440 0.95786 -1.58184 0.32 0.53 0.60
N -2.74829 1.64275 -3.61309 0.37 -0.03 0.04
C -3.49202 1.21946 -4.78356 -0.06 -0.07 0.09
C -3.05869 2.98396 -3.13853 0.00 -0.06 -0.08
N -0.08145 1.69538 -3.78271 -0.16 -0.24 0.19
C 1.26102 1.40380 -3.28930 0.00 -0.02 -0.06
C -0.12571 2.29277 -5.10485 -0.07 0.15 0.08
H -1.43407 -2.53481 -2.62894 0.00 0.03 0.05
H -2.99065 -1.97632 -3.26790 0.01 0.03 -0.01
H -2.31265 -1.23145 -1.79665 0.03 -0.11 0.04
H -0.15839 -1.87939 -4.76405 0.01 0.02 -0.03
H -0.50263 -0.27158 -5.42608 0.02 -0.07 -0.05
H -1.75474 -1.53089 -5.43576 0.00 0.05 -0.02
H -3.12908 0.25386 -5.12803 -0.07 0.01 -0.04
H -3.40906 1.94329 -5.60214 0.05 -0.02 0.00
H -4.55211 1.12274 -4.53385 0.01 -0.02 -0.03
H -2.47024 3.19503 -2.25032 -0.08 0.08 0.05
H -4.11941 3.04848 -2.88304 0.02 0.02 0.04
H -2.84454 3.74195 -3.90080 0.01 -0.02 -0.01
H 1.20494 1.04507 -2.26758 0.09 -0.03 0.08
H 1.85902 2.31755 -3.29883 -0.01 -0.01 0.02
H 1.76342 0.65469 -3.91232 -0.03 0.02 -0.03
H -1.14429 2.29349 -5.48916 0.05 0.04 -0.03
H 0.51787 1.75162 -5.80604 -0.05 -0.05 0.00
H 0.22970 3.32571 -5.05898 -0.01 -0.01 -0.04
C 3.03428 -3.07760 0.02991 0.18 0.05 0.04
N 1.74453 -3.72138 -0.04677 -0.23 0.01 -0.03
C 0.56959 -3.14156 0.30366 0.05 0.08 0.10
Se 0.26463 -1.48722 1.02254 -0.10 -0.29 -0.17
N -0.40814 -4.04619 0.04387 0.16 -0.13 -0.10
C 0.13113 -5.22097 -0.45744 0.16 -0.04 -0.05
C -0.43700 -6.41857 -0.85482 -0.01 0.02 0.00
C 0.42384 -7.40381 -1.31739 -0.04 0.00 0.00
C 1.80055 -7.19567 -1.37400 0.07 -0.01 -0.03
C 2.36963 -5.99567 -0.97293 0.04 0.09 0.02
C 1.51141 -5.01030 -0.51408 -0.13 -0.18 -0.07
H 2.87843 -2.01964 0.23290 -0.03 -0.01 -0.01
H 3.56082 -3.18938 -0.91783 -0.02 -0.02 0.00
H 3.63670 -3.51337 0.82880 -0.02 -0.02 -0.01
H -1.37776 -3.84813 0.21459 0.00 0.06 0.08
H -1.50499 -6.58303 -0.80590 0.00 0.00 0.00
H 0.01796 -8.35252 -1.64064 0.00 0.00 0.01
H 2.44336 -7.98515 -1.73873 -0.02 -0.01 0.00
H 3.43905 -5.83937 -1.01562 0.00 0.00 0.00

[2]
43
Properties=species:S:1:pos:R:3:forces:R:3 method="wB97M-V/def2-TZVPD" e_above_lowest_kcal_mol=17.36 max_force_ev_per_a=1.117 spin_multiplicity=1 gap_ev=9.0
C 6.23021 2.46342 -0.04490 -0.24 0.01 -0.02
C 4.84528 1.83081 -0.11878 0.27 -0.21 0.02
C 4.93625 0.30818 -0.08269 -0.11 0.26 -0.01
C 3.62398 -0.43201 -0.14285 0.12 -0.03 0.01
C 3.67564 -1.83580 -0.09456 -0.13 0.02 -0.01
C 2.54827 -2.62555 -0.14238 -0.28 -0.19 -0.01
C 1.32813 -1.97458 -0.24493 0.45 1.02 0.02
O 0.09417 -2.52272 -0.30455 -0.20 -0.48 -0.03
C -0.78610 -1.48439 -0.37803 0.48 0.92 -0.17
C -2.22410 -1.81952 -0.57968 0.04 -0.17 -0.01
O -2.60158 -2.43320 -1.55872 0.17 -0.14 -0.23
N -3.08265 -1.37214 0.37231 -0.20 0.03 0.07
C -2.70360 -0.75863 1.61973 0.11 0.13 0.28
C -4.50149 -1.58647 0.17762 0.04 -0.48 -0.29
C -5.24403 -0.30479 0.03666 0.43 0.47 -0.51
N -6.31510 -0.00218 0.67544 -0.12 -0.78 0.55
C -6.78142 1.22391 0.34307 0.04 0.64 -0.42
C -6.03905 1.89398 -0.57459 0.13 -0.12 -0.04
S -4.69033 0.94501 -1.06469 -0.48 -0.27 0.47
C -0.15472 -0.27381 -0.38487 -0.50 -0.58 0.01
C -0.76227 1.08039 -0.48791 0.03 -0.16 0.05
C 1.24462 -0.57185 -0.29168 0.04 -0.80 0.02
C 2.40319 0.20310 -0.24210 -0.06 -0.12 -0.01
H 6.15704 3.54820 -0.07005 0.08 0.10 0.00
H 6.73406 2.17563 0.87553 0.10 -0.01 0.08
H 6.84284 2.14221 -0.88465 0.11 -0.01 -0.07
H 4.35673 2.14711 -1.04268 -0.11 0.03 0.03
H 4.24588 2.18239 0.72370 -0.11 0.03 -0.05
H 5.45574 0.00805 0.83299 0.07 -0.01 -0.04
H 5.55549 -0.02718 -0.92075 0.07 -0.01 0.05
H 4.64365 -2.30960 -0.01803 0.10 -0.07 0.01
H 2.60372 -3.70149 -0.10734 0.03 -0.14 0.01
H -1.62746 -0.82265 1.75664 -0.06 0.03 0.05
H -3.19952 -1.27767 2.44345 0.03 0.02 0.01
H -3.00427 0.29205 1.64503 0.00 0.01 0.04
H -4.60184 -2.18279 -0.73753 -0.05 0.07 0.26
H -4.92823 -2.14224 1.01934 0.04 0.09 -0.09
H -7.67797 1.58463 0.81264 -0.15 0.15 0.04
H -6.19674 2.86956 -0.98658 -0.10 0.23 -0.05
H -0.66064 1.61770 0.45558 -0.04 0.10 0.04
H -1.81548 1.01162 -0.74560 -0.07 0.11 0.01
H -0.25072 1.65621 -1.25719 -0.03 0.10 -0.06
H 2.32444 1.27712 -0.28144 0.06 0.18 0.00

[3]
49
Properties=species:S:1:pos:R:3:forces:R:3 method="wB97M-V/def2-TZVPD" e_above_lowest_kcal_mol=0.00 charge=+4 max_force_ev_per_a=13.310 spin_multiplicity=1 gap_ev="5.8 / 4.6"
Ti -0.01482 -0.45277 0.39826 -2.61 3.97 -0.18
C 1.63230 0.62141 -0.00720 7.75 5.43 -1.44
O 2.56351 1.32524 -0.15612 -5.52 -4.23 0.92
C 0.26398 -1.69293 1.88547 1.77 -8.57 10.03
O 0.41886 -2.45234 2.78700 -1.20 5.54 -6.34
C -1.67873 -0.77293 -0.71469 -8.43 -1.01 -3.77
O -2.75691 -0.88079 -1.16127 6.28 0.67 2.64
C 2.70812 -2.16944 -1.07278 1.97 -0.46 0.95
P 0.93102 -1.80741 -1.39923 0.44 -0.18 -2.37
H 1.16726 -2.18669 -3.69043 0.00 0.25 0.47
H 3.19441 -1.18966 -1.22572 -0.29 -0.10 -0.15
C 0.19951 -3.51688 -1.55944 -1.18 -1.31 0.47
H 1.04801 -4.11349 -1.94106 -0.08 0.50 0.12
C 3.31246 -3.19473 -2.05587 -0.51 -0.17 -0.08
H 3.01418 -3.04909 -3.10430 0.26 -0.06 0.31
H 3.06471 -4.22533 -1.75359 0.18 0.37 -0.10
H 4.41280 -3.10399 -2.00663 -0.27 0.12 0.01
C 2.97823 -2.62610 0.36188 0.24 -0.25 -0.23
H 2.56757 -3.63110 0.55116 0.23 0.31 0.10
C -0.27064 -0.58903 -3.70400 -0.18 0.21 -0.18
H 2.58582 -1.93482 1.12109 0.11 0.09 0.05
H 4.07536 -2.68283 0.48459 -0.42 -0.07 0.11
C 2.23731 -0.32315 -3.42657 0.18 -0.18 -0.06
H -0.19181 0.50682 -3.74850 0.00 -0.35 -0.08
H -0.40780 -0.92906 -4.74704 -0.10 0.16 0.47
H -1.16787 -0.84224 -3.12392 0.15 -0.06 -0.49
C 1.01919 -1.22399 -3.15889 -0.09 0.51 -0.52
H 2.10226 0.14994 -4.41160 0.10 -0.08 0.34
H 3.16842 -0.90472 -3.46220 -0.22 0.34 -0.01
H 2.33803 0.46726 -2.66577 -0.02 -0.03 -0.40
C -0.96915 -3.58191 -2.55633 0.19 0.73 -0.18
H -1.77901 -2.90460 -2.23678 0.08 -0.54 -0.33
H -1.35598 -4.61468 -2.54391 0.11 0.23 0.06
H -0.67048 -3.34029 -3.58818 -0.23 -0.15 0.42
C -0.24466 -4.06545 -0.20630 0.17 -0.29 0.14
H 0.54285 -4.05944 0.55955 -0.18 -0.19 -0.23
H -0.55313 -5.11375 -0.36556 0.09 0.33 0.30
H -1.11858 -3.52213 0.18267 -0.10 -0.08 -0.06
H -0.10792 1.03871 -1.89144 0.51 -1.20 -0.50
H -0.35639 1.63372 -1.57641 -0.56 1.19 0.85
C -1.95918 2.52932 2.97112 -0.02 -0.02 0.04
C -1.04770 2.22193 1.85356 0.79 4.46 0.41
N -0.30151 3.21260 1.35629 -1.15 -1.82 0.68
O -0.95086 1.07111 1.35965 1.91 -4.70 -2.39
H -1.89202 3.58934 3.21518 -0.13 -0.09 0.11
H -1.67253 1.93699 3.84471 -0.15 -0.04 0.02
H -2.98229 2.28374 2.67759 -0.07 -0.08 0.12
H 0.33470 3.08811 0.58428 0.02 0.27 -0.04
H -0.40729 4.11891 1.77611 0.17 0.62 -0.01